# 1
ORCA calculation (ωB97M-V with the def2-TZVPD basis set) on a cluster of 2 separate species, CH9N4 in total in a non-equilibrium geometry.

Geometry as XYZ:
```
14
Properties=species:S:1:pos:R:3:lowdin_charge:R:1
N -0.35 -0.23 1.29 0.091
C -0.89 -0.34 -0.03 -0.589
N -1.01 -1.64 -0.49 0.162
N -1.09 0.68 -0.82 0.038
H -0.66 0.67 1.70 0.115
H -0.58 -1.00 1.95 0.117
H -1.17 -2.33 0.22 0.095
H -1.48 -1.73 -1.37 0.115
H -1.63 1.33 -0.23 0.066
N 1.77 0.90 -0.47 0.301
H 2.42 0.36 -1.02 0.150
H 2.07 1.85 -0.48 0.134
H 0.76 0.92 -0.74 0.072
H 1.84 0.55 0.50 0.135
```

The value obtained for the energy above the lowest of the compared OMol25 structures with the same formula, charge and spin is 38.1 kcal/mol. For the HOMO-LUMO gap, the calculation gives 9.80 eV. The value obtained for the LUMO energy is -3.5 eV. Its total charge is +1. The total energy comes out at -262.283583 hartree. The value obtained for the HOMO energy is -13.3 eV.

***

# 2
ORCA calculation (ωB97M-V with the def2-TZVPD basis set) on a cluster of 2 separate species, CH9N6 in total in a non-equilibrium geometry.

Geometry as XYZ:
```
16
Properties=species:S:1:pos:R:3:lowdin_charge:R:1
C -0.54 -0.77 -0.43 -0.377
N 0.71 -0.24 -0.56 -0.005
N -1.33 -0.26 0.57 0.152
N -1.01 -1.76 -1.25 0.204
N -0.09 2.15 1.86 -0.008
N 0.71 2.25 0.96 -0.017
N 1.54 -1.11 -1.38 0.070
H -1.04 0.44 1.30 0.082
H -2.33 -0.63 0.72 0.161
H -0.29 -2.07 -1.77 0.039
H -1.94 -2.26 -1.05 0.182
H 0.89 0.50 0.07 0.067
H -0.51 2.92 2.41 0.131
H 1.05 3.13 0.74 0.075
H 1.80 -1.83 -0.71 0.103
H 2.38 -0.46 -1.47 0.141
```

The value obtained for the energy above the lowest of the compared OMol25 structures with the same formula, charge and spin is 12.2 kcal/mol. For the HOMO-LUMO gap (alpha / beta), the calculation gives 8.79 / 8.29 eV. The value obtained for the LUMO energy (alpha / beta) is -2.7 / -5.8 eV. Its total charge is +1. The total energy comes out at -371.632262 hartree. The value obtained for the HOMO energy (alpha / beta) is -11.5 / -14.1 eV. As for the multiplicity: 3.

***

# 3
ORCA calculation (ωB97M-V with the def2-TZVPD basis set) on a cluster of 3 separate species, CH9NO3 in total.

Geometry as XYZ:
```
14
Properties=species:S:1:pos:R:3:lowdin_charge:R:1
N 1.20 1.04 -3.09 0.010
C 0.24 -0.03 -2.84 -0.352
O -0.22 -0.12 -1.50 -0.071
H 0.70 1.90 -3.29 0.058
H 1.70 1.23 -2.22 0.074
H -0.58 0.10 -3.55 0.111
H 0.72 -0.98 -3.07 0.106
H -0.75 0.67 -1.34 0.074
O -2.16 -0.25 1.36 -0.058
H -1.65 -1.08 1.38 0.036
H -2.23 -0.09 0.42 0.013
O 0.85 -0.58 6.18 -0.060
H 0.40 -1.23 5.64 0.029
H 1.77 -0.57 5.92 0.031
```

The value obtained for the energy above the lowest of the compared OMol25 structures with the same formula, charge and spin is 11.5 kcal/mol. For the HOMO-LUMO gap, the calculation gives 10.59 eV. The value obtained for the LUMO energy is 0.5 eV. The total energy comes out at -323.949341 hartree. The value obtained for the HOMO energy is -10.1 eV. As for the SMILES: NCO.O.O.

***

# 4
ORCA calculation (ωB97M-V with the def2-TZVPD basis set) on a cluster of 3 separate species, CH9NO3 in total in a non-equilibrium geometry.

Geometry as XYZ:
```
14
Properties=species:S:1:pos:R:3:lowdin_charge:R:1
N -2.40 -0.55 0.77 0.320
C -1.11 -1.13 0.93 -0.221
O -0.07 -0.25 1.30 0.095
H -2.96 -0.46 1.62 0.164
H -2.40 0.26 0.15 0.159
H -1.11 -1.86 1.76 0.171
H -0.66 -1.65 0.08 0.176
H -0.40 0.59 1.67 0.137
H 4.05 1.32 0.58 0.038
H 2.80 0.85 1.31 0.008
O 3.70 1.14 1.46 -0.048
H 0.13 1.38 -4.03 0.049
H 0.42 -0.17 -4.06 0.035
O 0.02 0.54 -3.54 -0.083
```

The value obtained for the energy above the lowest of the compared OMol25 structures with the same formula, charge and spin is 18.7 kcal/mol. For the HOMO-LUMO gap (alpha / beta), the calculation gives 10.03 / 3.95 eV. The value obtained for the LUMO energy (alpha / beta) is -4.0 / -10.0 eV. Its total charge is +1. The total energy comes out at -323.583493 hartree. The value obtained for the HOMO energy (alpha / beta) is -14.0 / -14.0 eV. As for the multiplicity: 2.

***

# 5
ORCA calculation (ωB97M-V with the def2-TZVPD basis set) on a cluster of 3 separate species, CH9NO3 in total in a non-equilibrium geometry.

Geometry as XYZ:
```
14
Properties=species:S:1:pos:R:3:lowdin_charge:R:1
N -2.22 0.04 1.32 0.335
C -0.98 -0.25 0.51 -0.130
O -0.05 -1.06 1.25 0.018
H -2.51 -0.67 1.97 0.155
H -2.91 0.53 0.73 0.173
H -1.09 -0.78 -0.45 0.188
H -0.42 0.63 0.32 0.153
H -0.27 -1.07 2.19 0.104
H 3.75 0.88 0.60 -0.001
H 3.69 0.96 2.06 0.043
O 4.24 1.27 1.31 -0.043
H -0.89 0.10 -4.60 0.105
H -0.03 -0.74 -3.48 0.027
O -0.29 0.16 -3.75 -0.128
```

The value obtained for the energy above the lowest of the compared OMol25 structures with the same formula, charge and spin is 27.3 kcal/mol. For the HOMO-LUMO gap (alpha / beta), the calculation gives 9.79 / 4.02 eV. The value obtained for the LUMO energy (alpha / beta) is -4.1 / -9.9 eV. Its total charge is +1. The total energy comes out at -323.569768 hartree. The value obtained for the HOMO energy (alpha / beta) is -13.9 / -13.9 eV. As for the multiplicity: 2.

***

# 6
ORCA calculation (ωB97M-V with the def2-TZVPD basis set) on a cluster of 4 separate species, CH9O4 in total in a non-equilibrium geometry.

Geometry as XYZ:
```
14
Properties=species:S:1:pos:R:3:lowdin_charge:R:1
C 0.27 -0.84 -1.79 -0.381
O -0.03 -0.15 -0.58 -0.447
H -0.43 -0.46 -2.70 0.059
H 1.23 -0.61 -2.29 0.019
H 0.07 -1.96 -1.91 0.045
H -1.10 1.29 0.31 0.068
H -0.03 2.34 0.23 -0.047
O -0.90 2.31 0.51 -0.139
H -1.50 -1.14 0.15 0.022
H -2.86 -1.21 0.98 -0.002
O -2.27 -1.76 0.45 -0.153
H 2.56 0.18 2.14 0.045
H 2.36 0.07 0.61 0.007
O 2.96 0.42 1.27 -0.098
```

The value obtained for the energy above the lowest of the compared OMol25 structures with the same formula, charge and spin is 27.1 kcal/mol. For the HOMO-LUMO gap, the calculation gives 7.73 eV. The value obtained for the LUMO energy is 4.1 eV. Its total charge is -1. The total energy comes out at -344.451768 hartree. The value obtained for the HOMO energy is -3.6 eV.

***

# 7
ORCA calculation (ωB97M-V with the def2-TZVPD basis set) on a structure of composition CHBr2Cl4FIInOP.

Geometry as XYZ:
```
13
Properties=species:S:1:pos:R:3:lowdin_charge:R:1
O 0.01 -0.11 1.53 -0.507
P -0.77 -0.73 0.19 0.192
Br -1.17 -2.86 0.75 0.131
In -3.06 0.38 0.25 -0.176
F -3.04 1.80 1.66 -0.552
Br -3.42 1.54 -2.03 -0.120
I -5.20 -1.32 0.74 0.011
H 0.37 0.74 1.24 -0.022
C 3.25 0.10 -0.86 -2.039
Cl 3.81 0.20 -2.54 0.511
Cl 2.35 1.58 -0.48 0.541
Cl 2.22 -1.31 -0.67 0.520
Cl 4.65 -0.02 0.22 0.509
```

For the HOMO-LUMO gap, the calculation gives 6.85 eV. The value obtained for the LUMO energy is 2.0 eV. Its total charge is -1. The total energy comes out at -8032.026860 hartree. The value obtained for the HOMO energy is -4.8 eV.

***

# 8
ORCA calculation (ωB97M-V with the def2-TZVPD basis set) on a structure of composition CHBr2IO2S in a non-equilibrium geometry.

Geometry as XYZ:
```
8
Properties=species:S:1:pos:R:3:lowdin_charge:R:1
C -0.82 -0.14 0.71 -1.378
O 0.13 -0.02 -1.92 -0.353
O 1.72 -1.07 -0.43 -0.364
S 0.51 -0.31 -0.60 0.323
Br -2.38 -0.64 -0.13 0.645
Br -0.30 -1.62 1.97 0.523
I 1.31 2.12 0.19 0.901
H -0.18 1.69 0.21 -0.297
```

The value obtained for the energy above the lowest of the compared OMol25 structures with the same formula, charge and spin is 81.9 kcal/mol. For the HOMO-LUMO gap, the calculation gives 7.07 eV. The value obtained for the LUMO energy is -1.9 eV. The total energy comes out at -6032.917018 hartree. The value obtained for the HOMO energy is -8.9 eV.

***

# 9
ORCA calculation (ωB97M-V with the def2-TZVPD basis set) on a structure of composition CHBr2IO2S in a non-equilibrium geometry.

Geometry as XYZ:
```
8
Properties=species:S:1:pos:R:3:lowdin_charge:R:1
C 1.10 -0.10 -0.18 -1.464
O -0.18 0.00 -2.65 -0.401
O 2.12 0.91 -2.55 -0.415
S 0.84 0.69 -1.97 0.019
Br 1.67 -1.82 -0.57 0.700
Br 2.16 1.12 0.70 0.662
I -0.12 2.86 -1.37 0.746
H -0.08 -0.22 0.52 0.152
```

The value obtained for the energy above the lowest of the compared OMol25 structures with the same formula, charge and spin is 33.2 kcal/mol. For the HOMO-LUMO gap (alpha / beta), the calculation gives 7.19 / 5.92 eV. The value obtained for the LUMO energy (alpha / beta) is 0.3 / -4.3 eV. The total energy comes out at -6032.898740 hartree. The value obtained for the HOMO energy (alpha / beta) is -6.9 / -10.2 eV. As for the multiplicity: 3.

***

# 10
ORCA calculation (ωB97M-V with the def2-TZVPD basis set) on a structure of composition CHBr2P in a non-equilibrium geometry.

Geometry as XYZ:
```
5
Properties=species:S:1:pos:R:3:lowdin_charge:R:1
C -0.31 -0.05 -1.06 -1.162
P 1.20 -0.44 1.44 0.608
Br 0.71 1.25 -1.81 0.536
Br -2.11 0.62 -0.58 0.402
H 0.52 -1.38 2.01 -0.384
```

The value obtained for the energy above the lowest of the compared OMol25 structures with the same formula, charge and spin is 102.6 kcal/mol. For the HOMO-LUMO gap (alpha / beta), the calculation gives 6.85 / 7.03 eV. The value obtained for the LUMO energy (alpha / beta) is -1.6 / -2.0 eV. The total energy comes out at -5527.855415 hartree. The value obtained for the HOMO energy (alpha / beta) is -8.5 / -9.1 eV.